A cluster of 3 separate species, C4H7N3 in total at a distorted geometry, computed with ωB97M-V with the def2-TZVPD basis set.

Energy relative to the best compared isomer or geometry (same formula, charge and spin) ... 672.92 kJ/mol
F_max ... 1.79 eV/A
HOMO-LUMO gap (spin up / spin down) ... 0.36195 / 0.26060 hartree

XYZ file:
```
14
Properties=species:S:1:pos:R:3:forces:R:3:mulliken_charge:R:1
N -0.29811 -0.04987 0.39235 1.1 0.0 -0.1 -0.49
C 0.88594 -0.42656 0.24566 -1.3 1.1 0.6 0.66
C -0.58789 -1.80256 -0.95843 -0.3 -1.1 -0.7 -0.43
C 0.08850 2.53662 1.58239 -0.1 0.2 0.0 -0.20
C -1.17445 -1.40504 -2.05659 -0.1 -0.1 -0.1 -0.48
N 0.60311 1.45246 1.91588 0.2 1.0 0.6 -0.44
N 2.03772 -0.67618 0.02280 0.3 -0.3 -0.3 -0.51
H -0.78837 -0.40355 1.20448 0.1 -0.1 -0.1 0.27
H 2.78783 -0.11486 0.40595 -0.1 0.0 0.0 0.30
H -0.39011 -2.78632 -0.55087 0.0 -0.1 -0.1 0.31
H 0.27257 3.45609 2.17120 0.1 -0.3 0.0 0.27
H -0.57300 2.68449 0.70915 0.2 -0.3 0.2 0.24
H -1.30093 -0.35148 -2.29252 0.0 0.0 0.0 0.23
H -1.56281 -2.11323 -2.79144 0.0 0.1 0.0 0.26
```
Forces are in eV/Å.


The molecule C4H7N3, computed with ωB97M-V with the def2-TZVPD basis set.

Energy relative to the best compared isomer or geometry (same formula, charge and spin) ... 330.22 kJ/mol
F_max ... 0.60 eV/A
HOMO-LUMO gap ... 0.33272 hartree

XYZ file:
```
14
Properties=species:S:1:pos:R:3:forces:R:3:mulliken_charge:R:1
C 2.29298 -0.23845 0.00663 0.1 -0.1 0.0 -0.82
N 0.88902 0.08842 0.15167 -0.1 0.1 0.0 0.55
C 0.34186 1.32744 -0.03567 0.2 0.3 0.1 -0.10
C -1.00706 1.29195 0.25292 0.5 0.0 -0.2 -0.75
C -2.33967 -0.61961 -0.05203 -0.3 -0.3 0.0 -0.70
N -1.12728 -0.05462 0.53784 -0.1 0.2 -0.5 0.47
N -0.00362 -0.79477 0.49577 -0.2 0.4 -0.4 -0.84
H 2.42480 -1.31926 0.00317 -0.1 0.1 0.0 0.31
H 2.86285 0.21111 0.82249 0.0 -0.1 -0.1 0.31
H 2.63127 0.18446 -0.94290 0.0 -0.1 0.2 0.32
H 0.90278 2.09132 -0.54881 0.3 0.1 0.4 0.35
H -2.25524 -1.69864 -0.14306 -0.1 -0.1 0.3 0.32
H -3.21702 -0.29393 0.50285 0.1 -0.2 0.1 0.27
H -2.39567 -0.17543 -1.05088 -0.2 -0.3 0.2 0.30
```
Forces are in eV/Å.